(1)
Formula: C22H19AsN2O3W
Source: the Open Molecules 2025 dataset
Level of theory: the ωB97M-V functional and the def2-TZVPD basis

```
48
Properties=species:S:1:pos:R:3:nbo_charge:R:1
W 0.1195 -0.8562 0.7378 1.701
N 1.2665 -2.5502 -0.1769 -0.790
C 2.5641 -2.1111 0.5201 -0.336
C 2.4640 -0.6102 0.2467 0.590
O 2.5238 -0.2258 -0.8890 -0.433
N 1.7758 0.1157 1.2941 -0.588
C 1.4698 1.5312 0.8559 -0.384
C 0.1575 1.6564 0.0229 0.762
O -0.6366 2.4977 0.0550 -0.336
O -0.1120 0.3144 -0.6469 -0.600
H 1.4423 -2.3661 -1.1740 0.466
H 1.1580 -3.5600 -0.0716 0.459
H 2.5219 -2.3965 1.5696 0.249
H 3.5105 -2.4470 0.0886 0.320
H 1.3599 2.1984 1.7090 0.301
H 2.2892 1.8951 0.2256 0.332
C -7.8023 2.0253 3.8064 -0.193
C -6.7035 2.8663 3.7734 -0.084
C -5.4762 2.4885 3.1398 -0.364
C -5.7158 1.2696 2.6966 0.546
C -6.5835 0.2856 2.5577 -0.366
C -7.7556 0.7719 3.2210 -0.085
As -2.0711 -0.2357 1.7797 1.076
C -0.6972 -1.1096 2.8932 -0.530
C -0.1552 -0.5814 4.0919 -0.062
C 0.5564 -1.4041 4.9439 -0.158
C 0.7856 -2.7410 4.6047 -0.033
C 0.2966 -3.2880 3.4109 -0.160
C -0.4593 -2.4913 2.5627 -0.039
C -1.2050 -2.9421 1.3668 -0.098
C -1.3084 -4.2444 0.8625 -0.126
C -2.0137 -4.4800 -0.3060 -0.101
C -2.6027 -3.4289 -1.0234 -0.118
C -2.5931 -2.1425 -0.5112 -0.145
C -1.9498 -1.8947 0.7171 -0.454
H -8.7131 2.3556 4.2891 0.299
H -6.7089 3.8578 4.2142 0.300
H -4.6228 3.1456 3.0760 0.326
H -6.5400 -0.6800 2.0798 0.321
H -8.5988 0.0891 3.2286 0.299
H -0.3467 0.4474 4.3760 0.267
H 0.9204 -1.0169 5.8877 0.294
H 1.3381 -3.3771 5.2874 0.289
H 0.4790 -4.3331 3.1897 0.270
H -0.8680 -5.0785 1.3975 0.262
H -2.1137 -5.4956 -0.6716 0.289
H -3.1124 -3.6311 -1.9578 0.291
H -3.1282 -1.3519 -1.0250 0.275
```

Results
Kohn-Sham gap (alpha / beta) in hartree: 0.1910 / 0.1919
HOMO (alpha / beta) in eV: -21.04 / -21.04
Relative energy (zero: lowest compared OMol25 entry of this formula, charge and spin) in kcal per mole: 60.4
Charge: +4
LUMO (alpha / beta) in eV: -15.84 / -15.81


(2)
Formula: C22H19BF6N4O8S2Ti
Source: the Open Molecules 2025 dataset
Level of theory: the ωB97M-V functional and the def2-TZVPD basis

```
63
Properties=species:S:1:pos:R:3:nbo_charge:R:1
Ti 2.0666 -0.1291 -0.4335 1.158
O 1.9416 -1.4223 0.9446 -0.735
C 1.8723 -2.7838 0.9091 0.369
C 1.9939 -3.6048 2.0494 -0.347
C 2.0760 -4.9915 1.8968 -0.300
C 2.1515 -5.5616 0.6365 -0.266
C 2.1380 -4.7760 -0.4850 -0.304
C 1.8660 -3.4092 -0.3550 -0.188
C 1.5356 -2.6715 -1.5096 0.321
N 1.0917 -1.3565 -1.6538 -0.603
C 0.7735 -1.1628 -2.9578 -0.058
C 1.0080 -2.3277 -3.6343 -0.154
N 1.4949 -3.2635 -2.7159 -0.575
H 1.9619 -3.1356 3.0188 0.196
H 2.1306 -5.5946 2.7926 0.173
H 2.3019 -6.6165 0.5661 0.175
H 2.2518 -5.2142 -1.4828 0.153
H 0.3720 -0.2249 -3.3086 0.214
H 0.8555 -2.5907 -4.6964 0.188
H 1.6579 -4.2595 -2.9015 0.403
F 2.5136 0.3752 -4.9740 -0.324
C 2.5489 1.7497 -4.6038 0.699
F 3.5801 2.4138 -5.2396 -0.331
F 1.3503 2.3716 -4.7865 -0.311
S 3.0205 1.9817 -2.8413 2.314
O 1.9054 1.2916 -2.1902 -0.900
O 3.1157 3.3883 -2.7633 -0.896
N 4.3704 1.2236 -2.7895 -1.234
S 4.7077 -0.2800 -2.4013 2.241
O 4.8601 -1.2496 -3.3958 -0.870
O 3.9471 -0.7699 -1.1397 -0.897
C 6.2742 0.1405 -1.5374 0.732
F 7.2011 0.6848 -2.4120 -0.336
F 6.8181 -0.9698 -0.9672 -0.309
F 5.9786 1.0790 -0.5799 -0.297
O 2.4474 2.9449 2.2743 -0.657
C 2.7151 1.9956 1.5768 0.815
N 2.9004 1.0570 0.8588 -0.804
C -4.6805 2.3181 4.2870 -0.599
C -5.0620 2.4500 2.7952 -0.086
C -6.5460 2.0768 2.6217 -0.603
C -4.9650 3.9273 2.3862 -0.599
C -4.1183 1.6150 1.9362 -0.049
C -4.5658 0.6786 1.0275 -0.244
C -3.7045 -0.0342 0.1711 -0.284
C -2.3408 0.1854 0.3043 0.259
O -1.2706 -0.3228 -0.3577 -0.679
B -0.0499 0.3208 0.0797 0.639
O -0.4830 1.1357 1.1786 -0.692
C -1.8440 1.0971 1.2634 0.321
C -2.7062 1.8477 1.9952 -0.294
H -5.4474 2.8344 4.8996 0.189
H -3.6845 2.7662 4.5118 0.215
H -4.6521 1.2513 4.5698 0.215
H -7.1909 2.7849 3.2287 0.196
H -6.7437 1.0400 2.9041 0.212
H -6.8670 2.2705 1.5459 0.209
H -5.7225 4.5393 2.9339 0.185
H -5.1431 4.1327 1.2964 0.214
H -3.9883 4.3990 2.6477 0.214
H -5.6144 0.5293 0.8816 0.191
H -4.1142 -0.7279 -0.5933 0.210
H -2.2915 2.5528 2.7171 0.206
```

Results
Kohn-Sham gap (alpha / beta) in hartree: 0.0858 / 0.1936
HOMO (alpha / beta) in eV: 1.64 / -1.30
Multiplicity: 3
Relative energy (zero: lowest compared OMol25 entry of this formula, charge and spin) in kcal per mole: 93.1
Charge: -2
⟨S²⟩: 2.021
LUMO (alpha / beta) in eV: 3.97 / 3.97


(3)
Formula: C22H19BrMnN7O4
Source: the Open Molecules 2025 dataset
Level of theory: the ωB97M-V functional and the def2-TZVPD basis

```
54
Properties=species:S:1:pos:R:3:nbo_charge:R:1
Mn 0.3090 -0.2374 -0.0288 1.015
N 0.4292 -3.4223 2.9134 -0.522
C 0.7377 -2.6127 1.9010 0.367
N 0.1424 -1.4913 1.6504 -0.555
C -0.9370 -1.0932 2.4466 0.414
N -1.6716 -0.0754 2.1552 -0.324
N -1.1886 0.5218 0.9833 -0.254
C -1.7451 1.5775 0.5616 0.088
C -1.0810 2.1791 -0.6190 0.139
C -1.5079 3.3445 -1.2144 -0.208
C -0.7946 3.8339 -2.3034 -0.140
C 0.3101 3.1364 -2.7523 -0.234
C 0.6738 1.9673 -2.0994 0.090
N -0.0018 1.5044 -1.0515 -0.450
C -1.2316 -1.8768 3.6500 -0.077
C -2.1847 -1.4768 4.5926 -0.157
C -2.4328 -2.2578 5.6971 -0.206
C -1.7387 -3.4603 5.8756 -0.156
C -0.7943 -3.8700 4.9633 -0.230
C -0.5397 -3.0644 3.8539 0.155
H 0.9500 -4.2758 3.0345 0.430
H 1.5515 -2.9260 1.2542 0.225
H -2.6095 2.0138 1.0545 0.216
H -2.3816 3.8566 -0.8331 0.235
H -1.1032 4.7482 -2.7928 0.235
H 0.8919 3.4848 -3.5943 0.240
H 1.5243 1.3749 -2.4119 0.224
H -2.7151 -0.5488 4.4281 0.247
H -3.1647 -1.9438 6.4286 0.233
H -1.9412 -4.0766 6.7419 0.233
H -0.2560 -4.8007 5.1000 0.225
Br 0.9039 2.3048 2.7074 0.082
C 2.3486 1.2305 2.1210 0.170
C 3.5506 1.3159 2.8045 -0.263
C 4.6040 0.5427 2.3520 -0.136
C 4.4177 -0.2765 1.2501 -0.207
C 3.1779 -0.2961 0.6439 0.092
N 2.1443 0.4503 1.0758 -0.474
C 2.9165 -1.2163 -0.5381 0.740
O 3.8037 -1.9444 -0.9341 -0.614
O 1.7167 -1.1225 -0.9953 -0.767
H 3.6474 1.9758 3.6530 0.247
H 5.5595 0.5802 2.8595 0.235
H 5.2009 -0.8991 0.8412 0.263
N -1.6641 -2.9776 -4.0503 -0.854
C -1.9235 -2.9790 -2.6170 -0.341
C -1.2283 -1.8028 -1.9631 0.820
O -1.0861 -1.7231 -0.7534 -0.614
O -0.8270 -0.8680 -2.7925 -0.647
H -0.8320 -3.5075 -4.2792 0.385
H -1.0395 -1.2174 -3.6935 0.527
H -2.4316 -3.3648 -4.5803 0.393
H -1.6304 -3.8857 -2.0890 0.225
H -2.9896 -2.8301 -2.4387 0.240
```

Results
Kohn-Sham gap (alpha / beta) in hartree: 0.2801 / 0.2596
HOMO (alpha / beta) in eV: -10.80 / -10.25
Multiplicity: 2
Relative energy (zero: lowest compared OMol25 entry of this formula, charge and spin) in kcal per mole: 1.9
Charge: +1
⟨S²⟩: 0.795
LUMO (alpha / beta) in eV: -3.18 / -3.18


(4)
Formula: C22H19ClN2OPt
Source: the Open Molecules 2025 dataset
Level of theory: the ωB97M-V functional and the def2-TZVPD basis

```
46
Properties=species:S:1:pos:R:3:nbo_charge:R:1
Pt 0.1168 -1.3285 0.5848 0.636
C 2.7874 0.0877 3.5999 -0.186
C 2.4165 1.4168 3.7391 -0.256
C 1.3865 1.9432 2.9889 -0.188
C 0.6790 1.1484 2.0733 -0.104
C 1.0822 -0.1954 1.9331 -0.128
C 2.1119 -0.7158 2.6876 -0.285
C -0.4309 1.6273 1.2796 0.206
C -0.9184 2.9443 1.2998 -0.235
C -1.9349 3.3296 0.4618 -0.132
C -2.5224 2.3850 -0.4190 -0.136
C -3.5323 2.6826 -1.3413 -0.162
C -4.0819 1.6945 -2.1379 -0.231
C -3.6691 0.3741 -1.9953 -0.197
C -2.6766 0.0530 -1.0933 -0.228
C -2.0494 1.0441 -0.3255 0.244
N -1.0285 0.7131 0.4797 -0.510
H 3.5847 -0.3236 4.2010 0.209
H 2.9306 2.0438 4.4535 0.208
H 1.1210 2.9820 3.1173 0.197
H 2.3991 -1.7559 2.5811 0.227
H -0.4812 3.6610 1.9778 0.215
H -2.3091 4.3432 0.4662 0.214
H -3.8833 3.7020 -1.4270 0.209
H -4.8458 1.9415 -2.8606 0.215
H -4.1304 -0.4012 -2.5914 0.210
H -2.3643 -0.9708 -0.9289 0.206
O -0.6501 -2.8713 -1.1066 -0.699
C -0.2305 -2.3049 -2.3393 -0.098
C 1.1595 -1.7545 -2.1814 0.191
C 2.1386 -2.0317 -3.1141 -0.237
C 3.4044 -1.4785 -2.9719 -0.147
C 3.6256 -0.6285 -1.8840 -0.251
C 2.6054 -0.4044 -0.9911 0.079
N 1.3857 -0.9607 -1.1057 -0.451
H -1.5705 -3.1515 -1.1701 0.497
H -0.9100 -1.4863 -2.6301 0.198
H -0.2442 -3.0720 -3.1245 0.185
H 1.9147 -2.6767 -3.9495 0.222
H 4.1853 -1.6865 -3.6839 0.223
H 4.5803 -0.1455 -1.7479 0.229
H 2.7413 0.2590 -0.1474 0.225
Cl -0.2105 -3.8077 2.1382 -0.132
C -0.9140 -2.1649 2.1297 -0.629
H -0.7818 -1.7711 3.1398 0.197
H -1.9862 -2.2883 1.9356 0.181
```

Results
Kohn-Sham gap in hartree: 0.2078
HOMO in eV: -5.71
Charge: 0
LUMO in eV: -0.06


(5)
Formula: C22H19ClO5PTi
Source: the Open Molecules 2025 dataset
Level of theory: the ωB97M-V functional and the def2-TZVPD basis

```
49
Properties=species:S:1:pos:R:3:nbo_charge:R:1
Ti 0.9447 -0.5279 -1.4987 0.840
O 3.5709 -2.8690 -2.9294 -0.599
C 2.5512 -2.0811 -2.7720 0.829
O 1.7095 -2.2308 -1.8816 -0.599
C 2.4408 -0.9858 -3.8128 -0.195
O 1.4460 -0.0404 -3.4150 -0.520
C 1.9855 1.2737 -3.1144 -0.214
C 2.9228 1.1854 -1.8707 0.741
O 3.8028 1.9936 -1.7241 -0.567
O 2.6100 0.1932 -1.0881 -0.752
H 3.6050 -3.5368 -2.2241 0.527
H 2.1408 -1.4351 -4.7624 0.255
H 3.4134 -0.5120 -3.9550 0.250
H 1.1299 1.9098 -2.8770 0.237
H 2.5102 1.6835 -3.9765 0.233
Cl -1.2194 -1.2932 -2.1803 0.136
C -2.2623 -1.5804 -0.7952 -0.023
C -3.5104 -2.1319 -1.0065 -0.225
C -4.3352 -2.3511 0.0874 -0.171
C -3.9151 -2.0009 1.3613 -0.206
C -2.6641 -1.4323 1.5512 -0.112
C -1.8137 -1.2151 0.4713 -0.389
P -0.1291 -0.5283 0.6500 0.926
C 0.1134 -0.3505 2.4367 -0.381
C 0.6221 -1.4641 3.1065 -0.129
C 0.8299 -1.4123 4.4747 -0.219
C 0.5470 -0.2458 5.1718 -0.177
C 0.0487 0.8648 4.5060 -0.199
C -0.1731 0.8178 3.1379 -0.188
C -0.3533 1.1935 0.0149 -0.414
C -1.5208 1.6761 -0.5847 -0.125
C -1.5989 2.9984 -0.9958 -0.227
C -0.5134 3.8480 -0.8327 -0.174
C 0.6577 3.3787 -0.2529 -0.211
C 0.7375 2.0631 0.1767 -0.195
H -3.8358 -2.3891 -2.0059 0.241
H -5.3072 -2.8004 -0.0630 0.236
H -4.5633 -2.1706 2.2103 0.235
H -2.3361 -1.1459 2.5420 0.229
H 0.8541 -2.3645 2.5488 0.212
H 1.2202 -2.2748 4.9981 0.228
H 0.7175 -0.1998 6.2392 0.229
H -0.1716 1.7716 5.0538 0.229
H -0.5690 1.6795 2.6170 0.225
H -2.3840 1.0339 -0.7008 0.217
H -2.5161 3.3710 -1.4326 0.231
H -0.5829 4.8838 -1.1381 0.233
H 1.5074 4.0383 -0.1345 0.242
H 1.6358 1.7119 0.6693 0.249
```

Results
Kohn-Sham gap (alpha / beta) in hartree: 0.2598 / 0.3357
HOMO (alpha / beta) in eV: -9.79 / -11.75
Multiplicity: 3
Relative energy (zero: lowest compared OMol25 entry of this formula, charge and spin) in kcal per mole: 0.0
Charge: +1
⟨S²⟩: 2.004
LUMO (alpha / beta) in eV: -2.72 / -2.62


(6)
Formula: C22H19F10N4O6ReS
Source: the Open Molecules 2025 dataset
Level of theory: the ωB97M-V functional and the def2-TZVPD basis

```
63
Properties=species:S:1:pos:R:3:nbo_charge:R:1
Re 0.0925 0.4610 0.1179 1.607
C 5.5502 -1.4628 0.0984 -0.622
C 5.1241 -0.0591 0.5145 -0.220
N 4.2431 -0.0486 1.7051 -0.326
C 4.9000 -0.0015 3.0391 -0.216
C 4.9131 -1.3491 3.7478 -0.623
C 2.9289 -0.1045 1.6250 0.379
S 2.2241 -0.3470 0.0197 0.047
N 2.2442 -0.0657 2.7758 -0.604
C 0.9542 -0.0429 2.9328 0.680
O 0.0298 -0.0141 1.9910 -0.643
C 0.3988 -0.0630 4.2931 -0.100
C 1.2535 -0.0310 5.3959 -0.164
C 0.7265 -0.0221 6.6740 -0.213
C -0.6511 -0.0525 6.8574 -0.151
C -1.5068 -0.0908 5.7643 -0.199
C -0.9858 -0.0927 4.4822 -0.170
H 6.1372 -1.4065 -0.8200 0.239
H 4.6835 -2.1004 -0.0897 0.219
H 6.1674 -1.9329 0.8649 0.219
H 4.6124 0.4459 -0.3007 0.224
H 5.9913 0.5432 0.7700 0.223
H 4.3907 0.7452 3.6405 0.230
H 5.9163 0.3425 2.8626 0.216
H 3.8995 -1.7064 3.9305 0.225
H 5.4193 -1.2430 4.7080 0.235
H 5.4491 -2.0991 3.1652 0.216
H 2.3235 -0.0071 5.2381 0.229
H 1.3881 0.0092 7.5312 0.230
H -1.0600 -0.0484 7.8602 0.230
H -2.5798 -0.1200 5.9124 0.231
H -1.6452 -0.1234 3.6262 0.234
F -6.3844 2.4074 -1.4821 -0.282
C -5.9703 1.4820 -0.6215 0.254
C -5.0655 0.5827 -0.9610 -0.026
N -4.6341 -0.4104 -0.0740 -0.418
C -3.5089 -1.2575 -0.3936 -0.335
C -2.1950 -0.5488 -0.2686 0.796
O -1.0982 -1.2132 -0.0774 -0.635
O -2.0787 0.7069 -0.3185 -0.674
C -5.0878 -0.4570 1.2356 0.791
O -4.6524 -1.2465 2.0518 -0.623
N -6.0603 0.4698 1.5240 -0.629
C -6.5651 1.4980 0.7101 0.599
O -7.3860 2.2772 1.1150 -0.522
H -4.6405 0.5763 -1.9551 0.237
H -3.6060 -1.6530 -1.4042 0.256
H -3.4922 -2.0886 0.3039 0.296
H -6.4286 0.4340 2.4623 0.440
F 0.8998 5.6092 -1.1354 -0.290
C 0.8478 4.3277 -1.4644 0.975
F 2.0746 3.9075 -1.7608 -0.297
F 0.0944 4.1787 -2.5505 -0.296
C 0.2585 3.4759 -0.2902 0.003
O 0.5252 2.1310 -0.6165 -0.643
C 1.0115 3.7840 1.0442 0.970
F 2.3292 3.7614 0.8564 -0.298
F 0.7247 2.8141 1.9319 -0.319
F 0.6523 4.9439 1.5548 -0.279
C -1.2718 3.7487 -0.1288 0.969
F -1.7129 3.1737 0.9960 -0.307
F -1.9284 3.2114 -1.1499 -0.291
F -1.5240 5.0444 -0.0720 -0.283
```

Results
Kohn-Sham gap (alpha / beta) in hartree: 0.2382 / 0.2454
HOMO (alpha / beta) in eV: -11.72 / -11.72
Multiplicity: 2
Relative energy (zero: lowest compared OMol25 entry of this formula, charge and spin) in kcal per mole: 11.9
Charge: +1
⟨S²⟩: 0.758
LUMO (alpha / beta) in eV: -5.23 / -5.04


charge of number 4 (C22H19ClN2OPt)? 0


What is the charge in the fifth record? +1